a | 7
Properties=species:S:1:pos:R:3:mulliken_charge:R:1 method="wB97M-V/def2-TZVPD" homo_lumo_gap_ev=9.38 multiplicity=1 homo_ev=-9.5 smiles="[H][H].C=P"
C -1.166 -0.029 -0.078 -0.42
P 0.031 -1.216 -0.194 -0.08
H -1.377 0.642 -0.989 0.25
H -1.326 0.218 1.023 0.25
H 1.601 0.304 0.794 -0.21
H 1.732 0.996 0.904 0.19
H 0.506 -0.916 -1.460 0.02

b | 7
Properties=species:S:1:pos:R:3:mulliken_charge:R:1 method="wB97M-V/def2-TZVPD" homo_lumo_gap_ev="8.38 / 8.38" multiplicity=1 homo_ev="-8.8 / -8.8"
C -0.727 -0.760 0.094 -0.85
P 1.015 1.223 0.520 0.00
H -0.529 -1.720 0.665 0.25
H -0.599 -0.863 -1.031 0.27
H -1.563 -0.086 0.406 0.29
H 0.214 1.434 -0.581 0.01
H 2.188 0.773 -0.072 0.03

a is the most stable structure; the next one sits 4.3 kcal/mol above it.

a | 10
Properties=species:S:1:pos:R:3:mulliken_charge:R:1 method="wB97M-V/def2-TZVPD" homo_lumo_gap_ev=10.12 multiplicity=1 homo_ev=-9.8 smiles="O=S1(=O)C=NCS1"
C -0.313 -1.173 -0.435 -0.08
C -1.195 0.916 0.159 -0.32
N -1.267 -0.457 -0.232 -0.34
O 2.533 -0.360 -1.016 -0.53
O 1.690 -0.558 1.349 -0.49
S 0.492 1.573 -0.038 -0.12
S 1.500 -0.281 -0.032 0.84
H -0.416 -2.268 -0.482 0.38
H -1.761 1.450 -0.534 0.37
H -1.264 1.158 1.260 0.29

b | 10
Properties=species:S:1:pos:R:3:mulliken_charge:R:1 method="wB97M-V/def2-TZVPD" homo_lumo_gap_ev=8.19 multiplicity=1 homo_ev=-9.0 smiles="O=NOS.C#CS"
C -0.408 -0.751 0.193 -0.23
C -0.918 -1.806 0.372 0.34
N -3.172 1.414 0.062 0.48
O -3.625 0.818 -0.811 -0.29
O -1.824 1.771 0.327 -0.30
S -0.346 2.609 -0.179 -0.07
S -1.721 -3.089 1.091 -0.24
H 0.031 0.223 0.062 0.03
H -0.902 3.773 0.004 0.16
H -1.812 -3.970 0.112 0.12

c | 10
Properties=species:S:1:pos:R:3:mulliken_charge:R:1 method="wB97M-V/def2-TZVPD" homo_lumo_gap_ev=8.54 multiplicity=1 homo_ev=-9.4
C 0.083 1.442 0.208 -0.19
C 0.753 0.375 -0.354 -0.06
N -1.142 1.367 0.710 -0.38
O -1.845 -0.372 -1.064 -0.49
O 1.191 -2.007 0.272 -0.57
S -0.078 -1.026 -0.339 0.27
S -1.890 0.046 0.476 0.33
H 0.417 2.431 0.189 0.42
H 1.688 0.428 -0.942 0.34
H 0.823 -2.683 0.844 0.32

a is the most stable structure; the next one sits 33.8 kcal/mol above it.

a | 14
Properties=species:S:1:pos:R:3:mulliken_charge:R:1 method="wB97M-V/def2-TZVPD" homo_lumo_gap_ev=10.31 multiplicity=1 homo_ev=-10.1 smiles="C=C(C)C#N.O=CBr"
C -0.180 -0.504 0.726 0.20
C -2.777 1.128 0.191 0.18
C 1.774 0.743 0.072 -1.10
C 1.371 -1.654 -0.699 -0.98
C 1.068 -0.509 -0.051 0.84
N -1.244 -0.558 1.202 -0.58
O -1.921 1.756 -0.369 -0.40
Br -3.648 -0.353 -0.596 -0.11
H 1.680 1.361 -0.832 0.26
H 2.855 0.425 0.113 0.35
H 1.444 1.133 0.985 0.40
H 2.234 -1.778 -1.242 0.38
H 0.561 -2.423 -0.723 0.26
H -3.217 1.234 1.222 0.32

b | 14
Properties=species:S:1:pos:R:3:mulliken_charge:R:1 method="wB97M-V/def2-TZVPD" homo_lumo_gap_ev=8.27 multiplicity=1 homo_ev=-8.7
C -0.773 2.554 0.274 -0.66
C 1.229 -3.103 -0.235 -0.34
C -0.157 1.469 -0.350 -0.26
C -0.053 0.228 0.241 0.53
C 1.520 -0.782 -0.411 -0.23
N 1.494 -1.972 0.295 -0.36
O -0.723 -0.354 1.018 -0.43
Br 2.784 0.533 0.172 -0.14
H -0.810 3.565 -0.022 0.33
H -1.205 2.102 1.190 0.22
H 1.295 -3.925 0.466 0.25
H 1.166 -3.353 -1.210 0.31
H 0.426 1.611 -1.173 0.41
H 1.562 -0.836 -1.602 0.38

c | 14
Properties=species:S:1:pos:R:3:mulliken_charge:R:1 method="wB97M-V/def2-TZVPD" homo_lumo_gap_ev="7.83 / 7.29" multiplicity=1 homo_ev="-9.1 / -8.8"
C -0.141 -1.344 0.855 0.19
C -1.006 -0.554 -1.778 0.43
C 1.422 0.227 0.158 -1.55
C -0.909 1.039 0.944 -1.01
C 0.057 -0.025 0.402 0.82
N -0.077 -2.462 1.106 -0.45
O -2.125 -0.302 -2.064 -0.36
Br 0.378 -1.040 -3.038 -0.13
H 1.916 -0.682 -0.223 0.39
H 2.002 0.588 0.991 0.40
H 1.820 0.909 -0.627 0.36
H -1.769 1.112 0.216 0.25
H -0.263 1.887 1.211 0.30
H -1.306 0.647 1.848 0.37

a is the most stable structure; the next one sits 33.5 kcal/mol above it.

a | 20
Properties=species:S:1:pos:R:3:mulliken_charge:R:1 method="wB97M-V/def2-TZVPD" homo_lumo_gap_ev=8.55 multiplicity=1 homo_ev=-7.8 smiles="CC(C)=C(C)N.O"
C -0.511 1.416 0.958 -0.72
N 1.268 -0.473 -0.978 -0.62
C -0.085 -0.672 -0.449 0.47
C -0.965 0.296 -0.013 0.26
C -2.529 0.236 -0.137 -1.45
C -0.570 -2.133 -0.709 -1.13
H -0.728 1.244 2.047 0.27
H 0.607 1.386 0.770 0.05
H -0.808 2.482 0.635 0.29
H 1.554 0.525 -0.788 0.28
H 1.134 -0.307 -2.086 0.30
H -2.919 -0.398 -0.889 0.39
H -3.013 -0.119 0.760 0.36
H -2.830 1.264 -0.516 0.35
H -0.883 -2.142 -1.715 0.30
H -1.479 -2.153 -0.034 0.27
H 0.194 -2.893 -0.473 0.35
H 3.953 1.544 1.182 0.31
H 4.658 0.268 0.912 0.32
O 3.952 0.626 1.522 -0.64

b | 20
Properties=species:S:1:pos:R:3:mulliken_charge:R:1 method="wB97M-V/def2-TZVPD" homo_lumo_gap_ev=10.75 multiplicity=1 homo_ev=-10.0 smiles="CC(N)=O.CCC"
C -1.472 -1.724 -0.370 -1.09
C -0.795 -1.584 1.001 0.71
O -1.369 -1.656 2.052 -0.60
N 0.564 -1.549 0.842 -0.38
H -1.386 -2.640 -0.945 0.34
H -1.191 -0.919 -1.061 0.27
H 1.166 -1.397 1.625 0.22
H 0.934 -1.533 -0.096 0.20
H -2.541 -1.511 -0.280 0.32
C 0.694 2.407 -1.402 -0.19
C -0.120 1.954 -0.177 -0.90
C 2.043 1.651 -1.432 -1.15
H 0.053 2.448 -2.273 0.39
H 1.086 3.407 -1.197 0.21
H 0.501 1.301 0.430 0.26
H 2.659 2.130 -0.670 0.33
H 2.104 0.569 -1.263 0.22
H -0.962 1.307 -0.459 0.11
H -0.713 2.716 0.333 0.39
H 2.632 1.726 -2.352 0.34

c | 20
Properties=species:S:1:pos:R:3:mulliken_charge:R:1 method="wB97M-V/def2-TZVPD" homo_lumo_gap_ev=10.70 multiplicity=1 homo_ev=-9.9 smiles="CCC(N)=O.CC"
C 2.034 -0.356 1.338 -0.75
C 3.119 -1.229 0.764 -0.80
H 1.102 -0.720 1.814 0.29
H 2.453 0.199 2.072 0.37
H 1.650 0.546 0.695 0.11
H 3.699 -1.740 1.640 0.22
H 2.814 -2.134 0.259 0.30
H 3.939 -0.646 0.217 0.24
C -1.425 1.119 -0.618 -0.35
C -1.788 1.230 0.770 -0.89
C -2.069 -0.208 -1.164 0.50
O -2.485 -1.089 -0.472 -0.57
N -1.939 -0.371 -2.547 -0.42
H -1.743 2.036 -1.301 0.25
H -0.425 0.898 -0.937 0.27
H -2.875 1.246 1.062 0.32
H -1.036 1.951 1.412 0.25
H -2.180 -1.242 -3.059 0.24
H -1.353 0.271 -3.176 0.20
H -1.491 0.237 1.231 0.21

d | 20
Properties=species:S:1:pos:R:3:mulliken_charge:R:1 method="wB97M-V/def2-TZVPD" homo_lumo_gap_ev=10.57 multiplicity=1 homo_ev=-9.8 smiles="CCC(N)=O.CC"
C -0.752 -1.777 2.123 -0.73
C -0.036 -0.345 2.287 -0.79
H -1.000 -1.841 1.038 0.15
H -0.140 -2.617 2.289 0.33
H -1.655 -1.724 2.730 0.28
H 0.361 -0.221 3.254 0.44
H -0.542 0.604 2.122 0.29
H 0.737 -0.189 1.479 0.00
C -0.479 0.965 -1.665 -0.56
C -1.352 -0.226 -1.928 -1.10
C 0.641 0.838 -0.649 0.52
O 1.112 1.668 0.084 -0.58
N 1.188 -0.527 -0.524 -0.42
H 0.048 1.169 -2.563 0.34
H -1.010 1.918 -1.607 0.39
H -2.260 0.113 -2.520 0.31
H -1.842 -0.438 -1.015 0.28
H 1.899 -0.677 0.249 0.30
H 1.109 -1.240 -1.293 0.19
H -1.059 -1.241 -2.174 0.37

b is the most stable structure; the next one sits 21.0 kcal/mol above it.